ORCA calculation (ωB97M-V/def2-TZVPD) on a molecular structure, C7H6O2 at a distorted geometry.

Each line ends with the Mulliken charge.
Geometry (Å):
O -0.6169 -1.3416 0.5575  -0.4076
O 1.6577 -0.3238 0.1715  -0.4696
C -1.0086 0.1158 0.8039  0.1119
C -1.2264 0.6237 -0.6760  -0.5133
C 0.2551 0.8578 1.5188  -0.5974
C 0.1421 1.2107 -0.9779  -0.5435
C -0.2850 -0.3623 -1.3429  -0.2999
C 0.8429 0.8160 0.3940  0.3056
C 0.3620 -1.1869 -0.3692  -0.2327
H 0.5744 0.2975 2.2471  0.3438
H 0.6402 1.9836 -1.3953  0.5589
H 0.7597 -1.9563 -0.8707  0.6394
H -1.9260 0.3031 1.5812  0.3547
H -2.1432 0.9417 -1.1197  0.4269
H -0.7241 -0.6947 -2.3782  0.3228

Atoms 1-3, force components in eV/Å:
0.569 1.410 2.600
-1.510 -0.013 -0.992
-3.775 1.832 2.407

HOMO level (eV): -8.354
2S+1: 1
LUMO energy (eV): 0.6
Frontier orbital gap (eV): 8.94

---

ORCA calculation (ωB97M-V/def2-TZVPD) on a single C7H6O2S molecule at a distorted geometry.

Each line ends with the Mulliken charge.
Geometry (Å):
S 3.4347 -0.1110 0.0142  -0.2838
O -3.0762 -0.8781 0.6772  -0.4837
O -3.2533 0.8918 -0.6322  -0.5432
C -2.6019 0.1072 -0.0171  0.2494
C 0.9702 1.1959 0.2521  -0.2201
C -0.4469 -1.1901 -0.2472  -0.5657
C 0.9493 -1.1535 -0.2278  -0.7162
C -0.3691 1.1861 0.2103  -0.7937
C -1.0914 0.0658 -0.0903  0.7692
C 1.7604 -0.0184 -0.0582  0.3445
H 1.4569 2.1474 0.3402  0.2962
H -0.8882 -2.2354 -0.4988  0.2358
H -0.8453 2.0881 0.2298  0.4450
H 1.4543 -1.9180 -0.2994  0.7297
H 3.6512 1.3122 0.1886  0.1477
H -4.1715 -0.8853 0.5220  0.3888

Atoms 1-3, force components in eV/Å:
2.167 2.108 0.192
-5.086 -1.761 0.650
-1.090 1.142 -0.362

SMILES string: O=C(O)c1ccc(S)cc1
HOMO level (eV): -8.393
2S+1: 1
LUMO energy (eV): 0.5
Frontier orbital gap (eV): 8.91

---

ORCA calculation (ωB97M-V/def2-TZVPD) on a single C7H6O3 molecule at a distorted geometry.

Each line ends with the Mulliken charge.
Geometry (Å):
O 2.7736 0.7399 0.2961  -0.3229
O 2.4966 -0.4650 0.9786  -0.3353
O 1.3316 1.2616 2.0763  -0.4903
C -1.8427 -0.7299 -1.2257  -0.2435
C 0.5175 -0.7400 -0.7616  -0.6969
C 1.5677 0.5361 0.9688  0.8575
C -2.0130 0.3108 -0.2919  -0.4839
C -0.5189 -1.1280 -1.5204  -0.5513
C 0.3285 0.1975 0.2007  0.4670
C -0.9401 0.7045 0.4569  -0.2322
H 2.0724 1.3865 2.6567  0.3294
H -3.0813 0.6338 0.0192  0.2595
H -2.7803 -1.2299 -1.7703  0.2474
H -0.9066 1.3903 1.2873  0.4519
H 1.4869 -1.0213 -1.0695  0.3728
H -0.4919 -1.8470 -2.3015  0.3708

Atoms 1-3, force components in eV/Å:
0.124 2.105 -1.274
0.267 -2.229 1.783
-1.182 0.156 -0.123

SMILES string: OC1(c2ccccc2)OO1
HOMO level (eV): -9.446
2S+1: 1
LUMO energy (eV): 0.7
Frontier orbital gap (eV): 10.18